Formula: C22H39FN3O6
Source: the OMol25 dataset
Level of theory: ωB97M-V with the def2-TZVPD basis set

Structure (XYZ):
```
71
Properties=species:S:1:pos:R:3:forces:R:3
F 5.632432 -5.135402 -3.595305 -0.30 0.85 -0.70
C 5.579532 -4.136290 -4.575158 0.08 0.16 -0.68
C 4.083056 -3.791341 -4.971701 0.28 -0.08 1.03
C 3.772161 -2.288088 -4.831513 1.84 3.11 -0.07
C 4.658900 -1.123028 -4.796358 -2.42 -2.06 0.13
N 3.821945 0.005869 -4.610115 0.06 -0.57 -0.23
C 2.503248 -0.314282 -4.560216 2.63 -2.90 -0.45
N 2.523007 -1.706163 -4.701569 -2.93 0.96 0.60
C 1.192250 -2.341727 -4.646777 -4.09 -2.47 0.06
C 0.724458 -3.323010 -3.602385 1.37 1.03 -0.68
C -0.592803 -3.905930 -3.550594 1.52 1.40 -1.11
N -1.516809 -3.619677 -4.502135 1.71 0.68 0.12
C -1.122567 -2.749407 -5.453667 0.07 0.88 -1.01
C 0.136932 -2.047234 -5.632749 1.33 -1.10 2.21
H 6.091629 -4.517350 -5.490713 -0.26 0.15 0.83
H 6.151465 -3.249997 -4.209166 -0.54 -0.71 -0.06
H 3.440169 -4.356277 -4.243001 0.45 0.51 -0.76
H 3.907182 -4.211092 -5.989369 -0.20 0.68 0.70
H 5.765198 -1.130062 -4.896592 -1.23 0.51 0.18
H 4.166421 0.961850 -4.526883 -0.07 -0.39 -0.07
H 1.591221 0.298557 -4.441716 0.96 -0.44 -0.04
H 1.450173 -3.624682 -2.806238 -0.72 0.38 -0.74
H -0.843078 -4.595590 -2.718749 0.10 0.56 -0.78
H -1.891891 -2.530439 -6.237970 0.71 -0.25 0.85
H 0.314604 -1.322024 -6.464129 -0.37 -0.86 0.75
C -1.092647 -1.276132 2.370103 0.06 -0.25 -0.14
O -0.373057 -0.939187 1.197077 0.10 0.28 0.33
C -0.208961 0.454101 0.988613 0.09 -0.16 -0.10
C 1.250388 0.889325 0.882601 0.07 0.16 -0.14
O 2.089444 0.663809 2.006436 0.00 -0.10 -0.18
C 2.347610 -0.676561 2.407049 -0.23 -0.08 0.36
C 3.046924 -1.596180 1.415939 -0.15 0.09 -0.02
O 2.269048 -1.847216 0.246974 0.23 0.30 -0.19
C 2.908902 -1.541583 -0.964642 -0.07 -0.21 0.01
H -2.143001 -1.443373 2.122765 -0.11 0.07 0.16
H -0.678975 -2.204966 2.770459 -0.05 0.00 -0.08
H -1.002294 -0.510593 3.145857 -0.06 0.04 -0.05
H -0.711991 1.038006 1.767319 0.05 -0.07 0.04
H -0.695493 0.689394 0.034952 0.04 0.25 -0.01
H 1.238012 1.975650 0.738101 -0.01 -0.05 0.21
H 1.719849 0.495949 -0.020149 -0.12 -0.26 -0.04
H 1.433044 -1.132757 2.787328 -0.02 -0.15 -0.22
H 3.005341 -0.591018 3.277427 0.08 0.08 -0.13
H 3.223740 -2.560535 1.896663 0.02 0.02 0.22
H 4.027503 -1.185886 1.158148 -0.03 0.10 -0.13
H 3.654503 -0.745687 -0.852370 0.02 -0.07 -0.01
H 2.161155 -1.198499 -1.688228 -0.12 -0.03 0.10
H 3.388112 -2.438456 -1.380302 0.18 0.07 -0.03
C -4.704425 5.559715 2.149855 0.30 -0.08 0.00
O -4.007168 5.127349 3.303038 -0.45 -0.10 -0.10
C -4.763675 5.170479 4.502037 0.19 -0.11 0.04
C -4.871415 3.821190 5.207772 0.10 -0.01 0.26
O -5.501650 2.757686 4.504720 0.15 0.01 -0.03
C -4.891225 2.272922 3.316715 -0.23 0.10 -0.33
C -3.493272 1.677605 3.423692 0.09 0.29 0.14
O -2.512924 2.630634 3.816786 -0.24 -0.34 0.22
C -1.766920 2.276063 4.963262 0.20 0.16 -0.08
H -4.482946 6.611033 1.953986 -0.16 0.08 -0.06
H -4.355226 4.968859 1.298971 0.05 0.06 0.03
H -5.784141 5.410201 2.237435 0.01 0.06 0.04
H -5.765784 5.576871 4.327931 0.03 -0.07 -0.10
H -4.243121 5.857030 5.178320 -0.14 -0.03 0.19
H -5.484871 3.988677 6.100070 -0.12 -0.05 -0.17
H -3.906689 3.494327 5.594030 0.17 0.11 -0.20
H -4.933663 3.037133 2.539400 0.27 0.05 0.02
H -5.550137 1.472660 2.964212 0.03 -0.04 0.16
H -3.194611 1.299426 2.441806 -0.24 -0.10 -0.17
H -3.507641 0.819897 4.102795 0.01 0.05 0.14
H -2.322340 1.624727 5.646896 -0.01 0.00 -0.11
H -1.521645 3.192679 5.504887 0.05 -0.03 -0.08
H -0.830504 1.788050 4.668032 -0.02 -0.07 0.14
```
Forces are in eV/Å.

The charge is +1. For the largest force on an atom, the calculation gives 4.78 eV/Å. The highest occupied orbital energy is -0.3799 hartree. The lowest unoccupied orbital energy is -3.6 eV. The HOMO-LUMO gap is 6.74 eV. The value obtained for the electronic energy is -42906.784 eV.